Density functional theory data (ωB97M-V/def2-TZVPD) for the molecule C18H13NO6.

```
38
Properties=species:S:1:pos:R:3
C 2.4928 -3.8950 3.3136
C 1.4501 -4.8679 2.8456
O 1.6943 -5.9335 2.3468
C 0.0007 -4.4329 3.0802
O -0.1910 -3.0484 3.2615
C -0.0863 -2.2255 2.1932
C -0.3876 -0.8751 2.4377
C -0.3112 0.0499 1.4309
C 0.0740 -0.3241 0.1353
C 0.1738 0.5808 -0.9815
C -0.0286 2.0297 -0.7984
C 0.7298 2.7430 0.1298
C 0.5641 4.1099 0.2802
C -0.3656 4.7873 -0.4870
C -1.1164 4.0751 -1.4134
N -2.0904 4.7733 -2.2226
O -2.1995 5.9685 -2.0587
O -2.7364 4.1192 -3.0108
C -0.9528 2.7078 -1.5820
C 0.4721 0.0841 -2.2051
C 0.7449 -1.3230 -2.4298
O 1.0287 -1.8179 -3.4891
O 0.6874 -2.1403 -1.3271
C 0.3474 -1.6804 -0.1070
C 0.2803 -2.6229 0.9173
H 2.5850 -3.0944 2.5800
H 2.1987 -3.4503 4.2610
H 3.4521 -4.3968 3.4041
H -0.3191 -4.8899 4.0238
H -0.6365 -4.8297 2.2807
H -0.6872 -0.5938 3.4341
H -0.5641 1.0797 1.6291
H 1.4682 2.2222 0.7212
H 1.1631 4.6479 0.9984
H -0.5187 5.8506 -0.3865
H -1.5544 2.1860 -2.3109
H 0.5557 0.7192 -3.0726
H 0.5179 -3.6450 0.6707
```

Properties
E_LUMO = -0.9 eV
orbital gap = 8.00 eV
highest occupied orbital energy = -0.326 Ha
SMILES = CC(=O)COc1ccc2c(-c3cccc([N+](=O)[O-])c3)cc(=O)oc2c1
charge = 0